{"formula": "C6H13N2", "method": "the ωB97M-V functional and the def2-TZVPD basis", "species": ["C", "C", "C", "C", "C", "C", "N", "N", "H", "H", "H", "H", "H", "H", "H", "H", "H", "H", "H", "H", "H"], "coordinates": [[0.7485, -0.2985, -1.0714], [-0.2472, 0.5455, -0.9324], [-0.1671, -0.6697, 1.0762], [-0.7511, 1.6629, -1.7225], [-1.7274, 1.0966, 0.9179], [2.0620, -1.7141, 0.4898], [-1.1680, -0.0902, 0.2319], [0.7405, -1.2791, 0.0620], [1.7188, -0.3668, -1.6462], [0.4433, -0.0237, 1.6569], [-0.7275, -1.4200, 1.5733], [-0.6340, 1.6160, -2.7263], [-0.2519, 2.4871, -1.3279], [-1.9100, 1.8798, -1.5671], [-2.4012, 1.5992, 0.3802], [-2.2886, 0.5571, 1.7855], [-1.0273, 1.8869, 1.3687], [2.1313, -2.7043, 0.6172], [2.8415, -1.4712, -0.2231], [2.1987, -1.1832, 1.3887], [0.4168, -2.1103, -0.3314]], "nbo_charge": [-0.129, 0.217, -0.048, -0.673, -0.432, -0.402, -0.388, -0.344, 0.253, 0.201, 0.239, 0.257, 0.252, 0.252, 0.214, 0.219, 0.196, 0.228, 0.236, 0.223, 0.430], "total_charge": 1, "fmax_ev_per_a": 5.90, "lumo_ev": -2.79, "energy_ha": -345.5733, "smiles": "CC1=C[N@@H+](C)CN1C", "de_lowest_ev": 3.339, "homo_lumo_gap_ev": 11.0}

=====

{"formula": "C26H43Be2Br5Cl3IN2O11P3S", "method": "the ωB97M-V functional and the def2-TZVPD basis", "species": ["C", "C", "P", "C", "C", "N", "C", "C", "C", "C", "O", "O", "P", "O", "Cl", "C", "P", "N", "C", "I", "H", "H", "H", "H", "H", "H", "H", "H", "H", "H", "H", "H", "H", "H", "H", "H", "C", "O", "C", "C", "O", "C", "H", "H", "H", "H", "H", "H", "H", "H", "H", "H", "C", "O", "O", "O", "C", "C", "C", "C", "C", "C", "H", "H", "H", "H", "H", "H", "O", "S", "O", "O", "C", "C", "C", "H", "H", "H", "H", "H", "H", "H", "H", "Be", "Br", "C", "Cl", "Cl", "H", "H", "Be", "C", "Br", "Br", "Br", "H", "Br"], "coordinates": [[-2.9194, -4.7237, 4.0195], [-1.4640, -4.0042, 3.6568], [-1.8216, -2.1610, 3.2649], [-0.9962, -1.1855, 4.6867], [-1.7684, 0.2318, 5.0264], [-1.2276, -1.6755, 1.6544], [-0.2092, -0.5311, 1.5491], [0.4144, -0.0241, 0.0932], [-0.0870, -0.7546, -1.3041], [0.5877, -0.2207, -2.6999], [0.9683, -0.9744, -3.7396], [0.8633, 1.2474, -2.8340], [2.6087, 1.4962, -2.6218], [3.2454, 0.3489, -1.4457], [3.6522, 0.9637, -4.4403], [-1.2131, -1.9391, -1.1518], [-1.9040, -2.8132, -2.7497], [-1.9843, -1.7685, -4.0256], [-1.7396, -2.3658, 0.3747], [-3.2165, -4.0344, 0.4170], [-2.9963, -5.0785, 5.1325], [-3.7488, -3.9023, 3.8118], [-3.1173, -5.6310, 3.2722], [-0.9603, -4.5939, 2.7805], [-0.8299, -4.0609, 4.6664], [0.1404, -0.9132, 4.4447], [-0.9339, -1.9005, 5.6377], [-2.7475, 0.2381, 4.3472], [-2.0415, 0.2328, 6.1694], [-1.1225, 1.1946, 4.8034], [0.1996, 0.0662, 2.4975], [1.1899, 0.8523, 0.0820], [3.6276, -0.4629, -1.9064], [-3.2921, -3.2484, -2.5497], [-1.0519, -3.9571, -3.1004], [-2.9857, -1.6667, -4.3391], [-5.1725, 3.2976, 5.7048], [-3.9151, 3.1739, 5.0487], [-3.8425, 3.9757, 3.8643], [-3.0048, 5.2350, 4.0998], [-3.6693, 6.1413, 4.9860], [-3.1145, 6.1148, 6.2965], [-5.1053, 2.7915, 6.6716], [-5.4360, 4.3443, 5.8775], [-5.9509, 2.8106, 5.1090], [-4.8448, 4.2320, 3.5003], [-3.3522, 3.3653, 3.0998], [-2.8817, 5.7580, 3.1459], [-2.0064, 4.9788, 4.4746], [-2.1188, 6.5681, 6.2878], [-3.0570, 5.0958, 6.6893], [-3.7596, 6.7047, 6.9534], [-4.8041, -1.8413, -6.2617], [-5.6486, -2.2412, -7.0482], [-4.9669, -1.7200, -5.0421], [-3.6559, -1.4961, -6.5637], [2.6220, -4.4337, -1.2202], [3.3215, -3.5348, -2.0250], [4.6238, -3.8269, -2.4292], [5.2237, -5.0238, -2.0363], [4.5228, -5.9243, -1.2347], [3.2238, -5.6279, -0.8228], [1.6083, -4.2041, -0.9026], [2.8515, -2.6054, -2.3367], [5.1710, -3.1233, -3.0506], [6.2368, -5.2538, -2.3553], [4.9898, -6.8577, -0.9300], [2.6801, -6.3272, -0.1938], [6.5781, 2.9207, -8.4223], [5.5967, 3.9240, -8.7666], [5.3517, 5.0800, -7.9289], [4.1736, 3.1922, -9.0774], [3.5994, 2.3651, -8.0740], [3.0164, 3.1874, -6.9388], [5.9265, 4.4988, -10.4127], [4.3332, 1.6420, -7.7036], [2.7943, 1.7930, -8.5497], [3.7999, 3.7250, -6.3968], [2.4941, 2.5474, -6.2226], [2.3176, 3.9364, -7.3243], [6.0765, 3.6394, -11.0673], [6.8331, 5.1079, -10.3774], [5.0854, 5.1070, -10.7504], [-1.9560, 6.1510, 1.7092], [-3.8601, -3.5933, -4.3137], [2.3870, 3.0078, 2.0842], [2.3357, 3.2318, 0.3315], [1.9130, 1.3640, 2.5296], [3.4046, 3.1926, 2.4369], [1.6996, 3.7158, 2.5535], [-4.3367, 6.7450, 0.1372], [-1.7869, -4.5219, 8.5140], [-3.0831, -3.2826, 7.7606], [-2.6434, -5.9077, 9.5771], [-0.6241, -5.2729, 7.1472], [-1.1506, -3.9452, 9.1935], [1.8377, -6.3773, 7.5159]], "mulliken_charge": [-0.685, -0.095, -0.101, -0.465, -0.691, 0.433, 0.501, 0.029, 0.361, 0.328, -0.428, -0.308, 0.526, -0.421, -0.238, 0.580, 0.378, -0.485, -0.560, 0.232, 0.176, 0.288, 0.203, 0.375, -0.037, 0.368, 0.224, 0.244, 0.294, 0.165, -0.314, -0.618, 0.280, 0.192, 0.190, 0.299, -0.805, -0.296, -0.472, -0.039, -0.401, -0.679, 0.251, 0.344, 0.318, 0.368, 0.322, -0.040, 0.438, 0.326, 0.282, 0.252, 0.913, -0.464, -0.447, -0.374, -0.434, 0.096, -0.512, -0.398, -0.436, -0.453, 0.411, 0.242, 0.393, 0.363, 0.359, 0.372, -0.632, 1.193, -0.599, -0.258, -0.327, -0.968, -0.922, 0.294, 0.286, 0.346, 0.282, 0.301, 0.318, 0.368, 0.313, -0.043, -0.262, -0.269, -0.098, -0.120, 0.345, 0.242, 0.132, -0.337, -0.011, 0.011, 0.179, 0.451, -0.236], "total_charge": 1, "fmax_ev_per_a": 9.08, "lumo_ev": -7.92, "energy_ha": -17952.3980, "homo_lumo_gap_ev": 1.1}

=====

{"formula": "C5H9N3", "method": "the ωB97M-V functional and the def2-TZVPD basis", "species": ["C", "C", "C", "C", "C", "H", "H", "H", "H", "H", "H", "H", "H", "H", "N", "N", "N"], "coordinates": [[1.1324, -1.2492, 0.2463], [0.2345, -0.2884, -0.3606], [-1.6308, -1.6787, -0.3651], [-0.1176, 2.1089, -0.7004], [0.9230, 2.0229, 0.3962], [2.1774, -0.9098, 0.2223], [0.7176, -1.4296, 1.2650], [1.1381, -2.2907, -0.2082], [-2.1556, -2.0627, -1.2094], [-1.5568, -1.8180, 1.5607], [0.1475, 2.7318, -1.5899], [-1.1858, 2.1091, -0.5430], [1.7463, 2.6533, 0.2518], [0.6616, 1.8012, 1.4358], [-1.0516, -0.4095, -0.5828], [-1.9036, -2.2913, 0.7511], [0.7234, 1.0008, -0.5697]], "nbo_charge": [-0.712, 0.475, 0.259, -0.228, -0.229, 0.242, 0.248, 0.255, 0.162, 0.319, 0.197, 0.225, 0.199, 0.199, -0.527, -0.655, -0.428], "total_charge": 0, "fmax_ev_per_a": 3.86, "lumo_ev": 0.92, "energy_ha": -360.1011, "smiles": "[H]/N=C\\N=C(/C)N1CC1", "de_lowest_ev": 2.618, "homo_lumo_gap_ev": 10.1}

=====

{"formula": "C6H12N2", "method": "the ωB97M-V functional and the def2-TZVPD basis", "species": ["C", "C", "C", "H", "H", "H", "H", "H", "H", "C", "N", "C", "C", "N", "H", "H", "H", "H", "H", "H"], "coordinates": [[-1.5309, 1.2314, -0.2786], [-0.9481, -0.0741, -0.8083], [-0.3425, -0.9840, 0.2781], [-1.7602, -0.6391, -1.2859], [-2.0130, 1.7900, -1.0894], [-0.7606, 1.8861, 0.1422], [-2.2826, 1.0414, 0.4937], [0.1350, -1.8496, -0.2000], [-1.1801, -1.3889, 0.8633], [0.6741, -0.3654, 1.2282], [1.6906, 0.3975, 0.6861], [0.0659, 0.2085, -1.8909], [0.5936, -0.5974, 2.5449], [0.3573, -0.6804, -2.7826], [2.4378, 0.5931, 1.3495], [2.0681, -0.0170, -0.1644], [1.0766, -0.3160, -3.4178], [0.5887, 1.1802, -1.8771], [-0.1850, -1.2281, 2.9644], [1.3153, -0.1885, 3.2446]], "nbo_charge": [-0.609, -0.299, -0.429, 0.228, 0.211, 0.217, 0.216, 0.228, 0.224, 0.194, -0.825, 0.141, -0.511, -0.626, 0.378, 0.374, 0.333, 0.161, 0.203, 0.189], "total_charge": 0, "fmax_ev_per_a": 1.72, "lumo_ev": 0.99, "energy_ha": -345.2976, "smiles": "[H]/N=C/[C@H](C)CC(=C)N", "de_lowest_ev": 0.824, "homo_lumo_gap_ev": 9.3}

=====

{"formula": "C2H10NS", "method": "the ωB97M-V functional and the def2-TZVPD basis", "species": ["N", "H", "H", "H", "H", "C", "S", "C", "H", "H", "H", "H", "H", "H"], "coordinates": [[0.0434, -1.7503, -1.5358], [-0.7356, -1.4795, -2.2004], [0.2204, -2.7927, -1.7038], [0.7701, -1.0788, -1.7926], [-0.2470, -1.4285, -0.5216], [-1.2861, 1.5214, 0.6846], [-0.4470, -0.0973, 0.9491], [1.3313, 0.2898, 1.0359], [-1.3056, 2.2179, 1.5349], [-2.3085, 1.3248, 0.3861], [-0.8755, 2.0399, -0.1154], [1.8534, -0.5899, 1.5861], [1.5758, 0.5774, 0.0535], [1.4108, 1.2458, 1.6394]], "mulliken_spin": [0.030, -0.001, 0.000, -0.003, -0.006, -0.029, 0.889, -0.023, 0.033, 0.002, 0.036, 0.003, 0.052, 0.018], "total_charge": 2, "fmax_ev_per_a": 3.52, "s2": 0.753, "lumo_ev": [-8.03, -13.27], "energy_ha": -534.3733, "multiplicity": 2, "de_lowest_ev": 1.093, "homo_lumo_gap_ev": [13.1, 8.7]}

=====

{"formula": "C17H20N4O9P", "method": "the ωB97M-V functional and the def2-TZVPD basis", "species": ["C", "C", "C", "C", "N", "C", "C", "N", "C", "O", "N", "C", "O", "H", "N", "C", "C", "C", "C", "H", "H", "H", "H", "C", "H", "H", "C", "O", "H", "H", "C", "O", "H", "H", "C", "O", "H", "H", "C", "O", "P", "O", "O", "O", "H", "H", "H", "H", "H", "H", "H"], "coordinates": [[0.8764, 5.1047, 0.3742], [1.0192, 3.6321, 0.1413], [2.2577, 3.0468, 0.0992], [2.4089, 1.6663, -0.1176], [3.6548, 1.1591, -0.1578], [3.7963, -0.1119, -0.3804], [2.6868, -1.0228, -0.5457], [2.8156, -2.3087, -0.7619], [4.0318, -2.8778, -0.8361], [4.2282, -4.0540, -1.0431], [5.1573, -2.0329, -0.6529], [5.1620, -0.6837, -0.4415], [6.1905, -0.0502, -0.3286], [6.0592, -2.4929, -0.7062], [1.4333, -0.4954, -0.4692], [1.2547, 0.8486, -0.2808], [-0.0005, 1.4662, -0.2495], [-0.1281, 2.8250, -0.0517], [-1.4931, 3.4288, -0.0437], [-1.7256, 3.8273, 0.9440], [-2.2337, 2.6769, -0.3068], [-1.5530, 4.2511, -0.7552], [-0.9073, 0.9057, -0.4109], [0.3159, -1.4124, -0.4800], [-0.5428, -0.9821, -0.9958], [0.6403, -2.3095, -1.0123], [-0.0490, -1.8138, 0.9635], [0.9899, -2.5504, 1.5539], [1.1693, -3.3150, 0.9900], [-0.1540, -0.9256, 1.5962], [-1.4021, -2.5840, 0.9717], [-1.5743, -3.3640, -0.1702], [-1.9147, -2.7725, -0.8858], [-1.3780, -3.2700, 1.8294], [-2.5485, -1.5805, 1.2231], [-2.5512, -1.3078, 2.6131], [-3.1872, -0.5993, 2.7632], [-2.3432, -0.6552, 0.6748], [-3.9160, -2.0750, 0.7202], [-4.5396, -1.1457, -0.1176], [-3.5864, -0.4592, -1.3110], [-3.1734, 0.9019, -0.8576], [-2.5537, -1.4377, -1.7558], [-4.7351, -0.3098, -2.4457], [-5.2400, 0.4558, -2.1819], [-4.5865, -2.2279, 1.5760], [-3.7947, -3.0315, 0.1987], [3.1611, 3.6238, 0.2244], [0.4078, 5.5827, -0.4855], [0.2462, 5.2942, 1.2421], [1.8484, 5.5622, 0.5396]], "nbo_charge": [-0.626, -0.071, -0.158, 0.048, -0.267, 0.001, 0.509, -0.637, 0.770, -0.615, -0.652, 0.647, -0.584, 0.418, -0.343, 0.255, -0.311, 0.159, -0.686, 0.209, 0.289, 0.207, 0.263, -0.301, 0.268, 0.267, 0.084, -0.721, 0.478, 0.183, 0.063, -0.758, 0.518, 0.189, 0.033, -0.726, 0.468, 0.184, -0.095, -0.821, 2.531, -1.203, -1.196, -0.991, 0.487, 0.176, 0.194, 0.219, 0.215, 0.215, 0.213], "total_charge": -1, "fmax_ev_per_a": 1.51, "lumo_ev": 1.29, "energy_ha": -1897.6662, "smiles": "Cc1cc2nc3c(=O)[nH]c(=O)nc-3n(C[C@H](O)[C@H](O)[C@H](O)CO[P@@](=O)([O-])O)c2cc1C", "de_lowest_ev": 0.195, "homo_lumo_gap_ev": 7.3}

=====

Please write out number 5 again, unchanged.
{"formula": "C2H10NS", "method": "the ωB97M-V functional and the def2-TZVPD basis", "species": ["N", "H", "H", "H", "H", "C", "S", "C", "H", "H", "H", "H", "H", "H"], "coordinates": [[0.0434, -1.7503, -1.5358], [-0.7356, -1.4795, -2.2004], [0.2204, -2.7927, -1.7038], [0.7701, -1.0788, -1.7926], [-0.2470, -1.4285, -0.5216], [-1.2861, 1.5214, 0.6846], [-0.4470, -0.0973, 0.9491], [1.3313, 0.2898, 1.0359], [-1.3056, 2.2179, 1.5349], [-2.3085, 1.3248, 0.3861], [-0.8755, 2.0399, -0.1154], [1.8534, -0.5899, 1.5861], [1.5758, 0.5774, 0.0535], [1.4108, 1.2458, 1.6394]], "mulliken_spin": [0.030, -0.001, 0.000, -0.003, -0.006, -0.029, 0.889, -0.023, 0.033, 0.002, 0.036, 0.003, 0.052, 0.018], "total_charge": 2, "fmax_ev_per_a": 3.52, "s2": 0.753, "lumo_ev": [-8.03, -13.27], "energy_ha": -534.3733, "multiplicity": 2, "de_lowest_ev": 1.093, "homo_lumo_gap_ev": [13.1, 8.7]}